(P)
32
Properties=species:S:1:pos:R:3:lowdin_charge:R:1 method="wB97M-V/def2-TZVPD" multiplicity=1 orbital_gap_ev="8.83 / 8.83" homo_energy_ev="-12.940 / -12.940" e_lumo_ev="-4.11 / -4.11" charge=+1 molar_mass_g_mol=237.3
S -3.2025 -0.4744 0.7526 1.001
O -1.8149 1.5813 -0.2836 0.072
O -0.4745 -1.8506 1.4452 0.041
O -1.8164 -1.6868 -1.3696 0.029
O -0.9078 0.2492 -2.1832 0.052
N 1.3884 -2.4021 2.8641 0.003
N -0.1671 0.4136 1.2721 0.067
C 0.6093 0.3483 -3.9819 -0.049
C 1.3295 -0.9919 2.7660 -0.181
C 0.1812 -0.6887 1.7846 -0.351
C 1.4778 2.0469 0.4952 -0.023
C 0.3511 1.8160 1.5542 -0.148
C -1.4409 -0.4902 -1.2989 -0.475
C -1.9634 0.3128 -0.0904 -0.603
C -0.6451 -0.3655 -3.5120 -0.131
H -0.0961 -2.4802 2.0661 0.058
H -1.5391 -0.1105 -4.0534 0.128
H 1.9909 2.9500 0.8080 0.088
H 2.1649 -0.1621 2.6400 0.165
H 2.0751 -2.7750 2.2434 0.101
H -2.2711 2.2276 0.2612 0.151
H 1.6373 -2.7654 3.8110 0.137
H -0.4942 2.4020 1.4148 0.068
H 0.5914 1.8101 2.6297 0.123
H 0.8638 -0.6928 3.7584 0.151
H 2.0777 1.2030 0.4235 0.055
H 0.5653 1.4542 -4.1306 0.105
H -0.5250 -1.4837 -3.5078 0.150
H 1.3157 0.0539 -3.2268 0.079
H -3.0347 -1.6575 -0.0789 0.032
H 0.9600 2.2922 -0.3377 0.032
H 0.8134 -0.0837 -4.9351 0.075

---

(Q)
32
Properties=species:S:1:pos:R:3:lowdin_charge:R:1 method="wB97M-V/def2-TZVPD" multiplicity=1 orbital_gap_ev="7.31 / 7.31" homo_energy_ev="-12.531 / -12.531" e_lumo_ev="-5.22 / -5.22" charge=+1 molar_mass_g_mol=237.3
S -1.5280 -3.5563 -0.0996 1.083
O 0.9686 -2.2351 -0.9641 -0.013
O -2.4576 0.1578 0.3100 0.027
O -1.5751 -1.1363 -1.4115 0.064
O -2.3371 -2.0424 1.8710 0.170
N 0.5113 -0.6348 0.6292 0.082
N 3.4152 -2.0180 -1.1443 0.017
C 0.6527 0.3402 1.6564 -0.223
C -1.9575 -2.1322 0.6695 -0.579
C -3.8911 1.5085 -1.1548 -0.048
C 1.3483 -1.2166 -0.1316 -0.337
C 2.8760 -1.0729 -0.1543 -0.141
C 1.1015 1.6832 1.0280 -0.041
C -1.9504 -0.9561 -0.2727 -0.484
C -2.5147 1.3334 -0.4832 -0.230
H 0.8859 2.6247 1.7212 0.135
H -1.0742 -2.7741 -1.2719 0.054
H 3.2746 -2.9874 -0.8159 0.107
H -2.7908 -2.7726 2.3090 0.172
H -0.2925 0.3133 2.0390 0.072
H -2.4704 2.2737 0.0639 0.123
H -1.6960 1.4190 -1.3132 0.164
H -4.7494 1.8118 -0.3893 0.136
H 1.6373 -2.4450 -1.6217 0.089
H 0.6513 1.7461 0.1576 -0.001
H 2.9716 -1.2024 0.9529 0.147
H 3.0852 -0.1232 -0.5025 0.097
H -3.7352 2.1246 -1.9092 0.016
H -4.0781 0.4240 -1.5258 0.111
H 4.3645 -1.7968 -1.3498 0.084
H 1.3261 0.1272 2.3951 0.089
H 2.1432 1.7348 0.8025 0.058

---

(P) (0.0427 hartree below the next structure)

---

(P)
10
Properties=species:S:1:pos:R:3:lowdin_charge:R:1 method="wB97M-V/def2-TZVPD" multiplicity=1 orbital_gap_ev="8.52 / 7.51" homo_energy_ev="-9.209 / -8.693" e_lumo_ev="-0.68 / -1.19" molar_mass_g_mol=88.5
Cl -3.8247 0.0028 0.0831 0.442
C -2.0004 -0.2512 -0.1782 -0.561
C 2.0904 -0.1520 -0.0165 -0.274
C -1.1331 0.6275 0.1003 -0.028
C 1.4673 1.1822 -0.0073 0.181
H -1.2278 1.5865 0.4590 0.001
H 3.2290 -0.1259 0.0312 0.084
H 1.5971 -0.9645 -0.6884 0.118
H 1.7802 -0.7201 0.8002 0.040
H -1.9779 -1.1853 -0.5835 -0.002

---

(Q)
10
Properties=species:S:1:pos:R:3:lowdin_charge:R:1 method="wB97M-V/def2-TZVPD" multiplicity=1 orbital_gap_ev=8.67 homo_energy_ev=-7.663 e_lumo_ev=1.01 molar_mass_g_mol=88.5
Cl 2.2733 1.5383 -0.5357 0.581
C -0.0350 -0.3271 0.3093 -0.094
C 0.4250 -0.4975 -1.0558 -0.286
C -0.3744 -0.0254 1.5177 -0.013
C 0.7362 0.9669 -1.0553 -0.593
H -0.3540 -0.7837 -1.7611 0.113
H 1.2934 -1.1475 -1.1497 0.112
H -0.0252 1.7121 -1.1936 0.061
H -0.2994 0.9628 1.9589 0.064
H -0.7426 -0.7973 2.1846 0.056

---

(Q) (0.1803 hartree below the next structure)

---

(P)
14
Properties=species:S:1:pos:R:3:lowdin_charge:R:1 method="wB97M-V/def2-TZVPD" multiplicity=1 orbital_gap_ev="7.63 / 7.63" homo_energy_ev="-13.818 / -13.818" e_lumo_ev="-6.19 / -6.19" charge=+1 molar_mass_g_mol=99.1
O 2.5850 1.6204 -1.7659 0.256
N 0.2432 -1.1740 1.9583 0.200
N 0.5439 0.4247 0.0396 0.141
C 2.4134 1.9340 -0.6486 0.260
C -1.8830 -0.2281 -0.8657 -0.022
C 0.2447 -0.5550 0.7804 -0.326
C -0.4291 -0.5281 -0.5508 -0.221
H -0.3060 -1.9868 2.1959 0.131
H -2.1622 0.4211 -0.1140 0.050
H 0.4592 -0.5267 2.7125 0.129
H 2.7316 2.5425 0.1380 0.132
H 0.0029 -1.1830 -1.2110 0.095
H -2.4026 -1.0875 -0.7820 0.039
H -2.0411 0.3266 -1.8866 0.136

---

(Q)
14
Properties=species:S:1:pos:R:3:lowdin_charge:R:1 method="wB97M-V/def2-TZVPD" multiplicity=1 orbital_gap_ev=8.49 homo_energy_ev=-13.551 e_lumo_ev=-5.06 charge=+1 molar_mass_g_mol=99.1
O -3.1420 0.5516 0.1974 0.201
N 1.5323 1.4161 0.0177 0.198
N -1.0462 -0.1759 0.2073 0.106
C -0.1208 -1.0998 0.2226 -0.079
C -2.1893 -0.0547 -0.3492 -0.210
C 1.2665 -0.9763 0.1863 -0.033
C 2.0349 0.1795 -0.0848 -0.039
H -2.3571 -0.4553 -1.3462 0.174
H -2.9539 0.8612 1.0832 0.153
H 2.0499 2.2457 -0.0645 0.122
H 0.5574 1.3408 0.0070 0.073
H 3.0908 0.1109 -0.3160 0.142
H -0.4534 -2.0670 0.0774 0.119
H 1.7309 -1.8769 0.1618 0.073

---

(R)
14
Properties=species:S:1:pos:R:3:lowdin_charge:R:1 method="wB97M-V/def2-TZVPD" multiplicity=1 orbital_gap_ev=9.76 homo_energy_ev=-13.874 e_lumo_ev=-4.12 charge=+1 molar_mass_g_mol=99.1
O -2.8376 0.2291 1.1894 0.133
N 0.9359 -0.9206 0.5067 0.013
N -0.1420 0.2262 -1.2149 0.080
C -1.2720 0.7108 -0.4945 -0.084
C 0.8452 -0.5226 -0.7511 -0.037
C 0.0797 -0.5646 1.5171 -0.040
C -1.6713 0.0405 0.8885 -0.108
H -2.0451 0.6527 -1.1218 0.097
H 1.5263 -1.6001 0.9246 0.162
H 1.4784 -0.9929 -1.5372 0.186
H -1.1196 1.7326 -0.3471 0.128
H 0.0969 -1.3534 2.3204 0.131
H 0.5993 0.3637 2.0073 0.155
H -0.1879 0.4271 -2.2188 0.185

---

(S)
14
Properties=species:S:1:pos:R:3:lowdin_charge:R:1 method="wB97M-V/def2-TZVPD" multiplicity=1 orbital_gap_ev=11.60 smiles="C=NC[N+](C)=C=O" homo_energy_ev=-15.641 e_lumo_ev=-4.04 charge=+1 molar_mass_g_mol=99.1
O 1.1590 -2.6218 -0.7005 0.336
N 0.8858 -0.3386 0.0819 -0.067
N -1.1235 -1.2101 0.0848 -0.010
C -2.3752 -1.4086 0.3461 0.083
C 2.1553 0.4177 0.1448 0.040
C 0.9559 -1.5810 -0.2803 -0.160
C -0.4759 0.0278 0.6008 -0.077
H -0.4871 0.0855 1.7210 0.160
H 2.7138 0.0626 1.0076 0.107
H -2.8934 -2.2914 -0.1666 0.128
H 1.7828 1.5085 0.2197 0.143
H 2.7392 0.3216 -0.7429 0.096
H -0.7068 0.9683 0.1422 0.133
H -3.0062 -0.7637 0.9158 0.088

---

(Q) (0.0364 hartree below the next structure)

---

(P)
8
Properties=species:S:1:pos:R:3:lowdin_charge:R:1 method="wB97M-V/def2-TZVPD" multiplicity=1 orbital_gap_ev=9.85 homo_energy_ev=-9.601 e_lumo_ev=0.25 molar_mass_g_mol=93.1
S -0.4451 -0.7929 -0.5422 0.877
O 1.3843 0.9316 0.3398 0.046
O -0.0667 -1.6829 0.5387 -0.489
N -1.1602 0.5825 0.0013 -0.174
C 1.2095 -0.0531 -0.3000 -0.364
H -2.1031 0.5068 -0.0247 0.003
H 1.8382 -0.8374 -0.3881 0.056
H -0.6569 1.3454 0.3753 0.045

---

(Q)
8
Properties=species:S:1:pos:R:3:lowdin_charge:R:1 method="wB97M-V/def2-TZVPD" multiplicity=1 orbital_gap_ev=10.27 smiles="CS[N+](=O)[O-]" homo_energy_ev=-10.438 e_lumo_ev=-0.16 molar_mass_g_mol=93.1
S -0.3731 1.1119 -0.0073 0.982
O -2.6799 0.1251 0.0770 0.017
O -1.0629 -1.3996 -0.1018 -0.068
N -1.5255 -0.1709 0.0014 -0.688
C 1.1883 0.2030 0.0058 -0.366
H 1.9622 0.9351 -0.2038 0.038
H 1.1587 -0.5666 -0.7597 0.040
H 1.3322 -0.2378 0.9884 0.043

---

(R)
8
Properties=species:S:1:pos:R:3:lowdin_charge:R:1 method="wB97M-V/def2-TZVPD" multiplicity=1 orbital_gap_ev="7.67 / 7.64" smiles="CN=O.O=S" homo_energy_ev="-8.935 / -8.920" e_lumo_ev="-1.26 / -1.28" molar_mass_g_mol=93.1
S 4.6163 0.8042 2.5593 0.698
O 1.4235 -0.6281 1.6060 -0.023
O 3.2960 1.3925 2.9191 -0.709
N 1.3377 0.3634 0.9118 -0.154
C 0.1768 0.5982 0.1233 -0.091
H 0.5100 0.2639 -0.9116 0.121
H -0.5891 -0.0244 0.5746 0.080
H 0.0878 1.6648 0.2223 0.077

---

(S)
8
Properties=species:S:1:pos:R:3:lowdin_charge:R:1 method="wB97M-V/def2-TZVPD" multiplicity=1 orbital_gap_ev=8.72 smiles="O=NCSO" homo_energy_ev=-9.411 e_lumo_ev=-0.69 molar_mass_g_mol=93.1
S 0.1666 1.1679 0.4562 0.873
O 0.5725 -1.4856 1.0610 -0.052
O -0.7515 0.6359 1.8336 -0.455
N -0.0203 -1.4625 -0.0079 -0.102
C -0.1062 -0.2423 -0.6732 -0.515
H -0.2742 -0.0128 2.3609 0.016
H -1.0410 -0.2264 -1.3254 0.110
H 0.6601 -0.1921 -1.5227 0.124

---

(P) (0.0451 hartree below the next structure)